Entry from the OMol25 dataset: a 2-piece molecular cluster, C3H11NO overall (wB97M-V/def2-TZVPD).

```
16
Properties=species:S:1:pos:R:3:forces:R:3:lowdin_charge:R:1
C 0.071 -1.177 1.894 -2.6392 -0.7151 -0.5734 -0.103
C 0.562 -0.679 0.548 1.4662 1.1234 1.3173 -0.497
C -0.033 0.713 0.368 0.3691 0.8621 -0.7485 -0.105
N 2.043 -0.668 0.703 -0.3578 -0.1840 -1.2006 0.004
H -1.042 -1.176 1.843 0.4068 -0.2756 0.0343 0.080
H 0.351 -2.203 2.111 0.3752 0.0957 0.2388 0.071
H 0.216 -0.477 2.726 0.7750 -0.1694 -0.3087 0.081
H 0.388 -1.253 -0.375 -0.4117 -0.3628 0.7781 0.136
H 0.364 1.207 -0.528 -0.0928 -0.1985 -0.0696 0.068
H -1.119 0.746 0.294 -0.0822 -0.2736 -0.0087 0.072
H 0.252 1.390 1.175 0.0213 -0.2019 0.2860 0.073
H 2.366 -0.115 1.485 -0.1868 0.1978 -0.0351 0.062
H 2.435 -0.307 -0.162 0.3549 0.1033 0.2848 0.059
O -2.705 1.337 -3.947 0.2260 -0.0377 -0.0522 -0.047
H -2.144 0.714 -4.400 -0.2412 -0.9840 -0.5084 0.024
H -2.005 1.948 -3.735 0.0174 1.0205 0.5660 0.022
```
Forces are in eV/Å.

Summary:
Electronic energy (eV): -6826.5892
Charge: 0
Highest occupied orbital energy (eV): -9.24
HOMO-LUMO gap (eV): 9.927
LUMO level (eV): 0.69
SMILES: CC(C)N.O